# 1
Formula: C2H4N2O2
Source: the Open Molecules 2025 dataset
Level of theory: ωB97M-V/def2-TZVPD

```
! RIJCOSX wB97M-V def2-TZVPD def2/J DEFGRID3
* xyz 0 1
C -0.63375 -0.23554 -0.96294
C 0.55239 -0.96764 -0.53312
H -1.85901 1.75107 1.29860
H -1.11712 -0.46770 -1.96141
H 0.47772 -2.32400 -0.90227
H 2.13246 0.68255 1.37457
N -1.47393 0.72482 -0.36714
N 1.47171 -0.70849 0.36561
O -1.02965 1.01698 0.86875
O 1.47916 0.52796 0.81936
*
```

Computed properties:
Largest force on an atom in eV/Å: 7.02
Orbital gap in eV: 9.2
Calculated total energy in eV: -9207.2613
ΔE to the lowest compared entry with this formula, charge and spin in eV: 7.9615
E_LUMO in eV: 0.23

Results of the Löwdin charge analysis, in e, for atoms 1 through 4: atom 1 (C): -0.146, atom 2 (C): -0.178, atom 3 (H): 0.243, atom 4 (H): 0.100

***

# 2
Formula: C2H4N2O2
Source: the Open Molecules 2025 dataset
Level of theory: ωB97M-V/def2-TZVPD

```
! RIJCOSX wB97M-V def2-TZVPD def2/J DEFGRID3
* xyz 0 1
C 0.50103 0.47425 0.32356
C 0.35589 -0.89556 -0.15420
N 0.24968 1.55836 0.59038
N -2.72708 3.95618 -0.06817
O -2.19220 3.43154 1.14806
O -3.83407 4.31301 0.06264
H -1.31320 3.22760 0.78593
H 1.32310 -1.39630 0.08475
H 0.33371 -0.90450 -1.31538
H -0.38046 -1.36354 0.36324
*
```

Computed properties:
Largest force on an atom in eV/Å: 5.41
Orbital gap in eV: 10.7
Calculated total energy in eV: -9210.7041
SMILES: CC#N.O=NO
ΔE to the lowest compared entry with this formula, charge and spin in eV: 4.5188
E_LUMO in eV: 0.51

Results of the Löwdin charge analysis, in e, for atoms 1 through 4: atom 1 (C): -0.255, atom 2 (C): -0.063, atom 3 (N): 0.149, atom 4 (N): -0.097

***

# 3
Formula: C2H4N2O2
Source: the Open Molecules 2025 dataset
Level of theory: ωB97M-V/def2-TZVPD

```
! RIJCOSX wB97M-V def2-TZVPD def2/J DEFGRID3
* xyz 0 1
C 0.24673 -0.08306 -0.69947
C -1.19823 0.92281 0.99224
H 0.38169 -0.97934 1.08689
H 1.58887 -1.41682 0.01256
H 1.36730 -0.35899 -2.25632
H -2.07589 1.62741 0.90255
N 0.65122 -1.08886 0.10634
N 0.61163 0.25788 -1.87652
O -0.84201 0.63938 -0.27164
O -0.73131 0.47959 2.00338
*
```

Computed properties:
Largest force on an atom in eV/Å: 2.23
Orbital gap in eV: 10.6
Calculated total energy in eV: -9213.8402
SMILES: [H]/N=C(\N)OC=O
ΔE to the lowest compared entry with this formula, charge and spin in eV: 1.3827
E_LUMO in eV: 0.83

Results of the Löwdin charge analysis, in e, for atoms 1 through 4: atom 1 (C): -0.554, atom 2 (C): -0.303, atom 3 (H): 0.090, atom 4 (H): 0.103